No. 1
Molecular formula: C40H102N4O32P6
Method: DFT, ωB97M-V/def2-TZVPD

Properties
- SMILES string = CCOP(=O)(OCC)OCC.CCOP(=O)(OCC)OCC.CCOP(=O)(OCC)OCC.CCOP(=O)(OCC)OCC.CCOP(=O)(OCC)OCC.CCOP(=O)(OCC)OCC.C[N+](=O)[O-].C[N+](=O)[O-].C[N+](=O)[O-].C[N+](=O)[O-]
- E_tot (a.u.) = -6260.4326
- energy relative to the best compared isomer or geometry (same formula, charge and spin) (kcal/mol) = 0.00
- HOMO-LUMO gap (hartree) = 0.3572
- max |F| (eV/Å) = 1.4
- LUMO energy (eV) = -0.36

```
184
Properties=species:S:1:pos:R:3:lowdin_charge:R:1
H 4.36 -7.33 4.50 0.065
H -0.71 1.92 -3.75 0.087
H 2.34 -6.36 0.18 0.078
H -6.57 6.18 -3.80 0.036
H -0.94 -2.06 1.37 0.088
H -2.02 -2.18 -0.06 0.053
C -2.25 3.39 -3.44 -0.237
H -4.52 -7.86 -3.97 0.079
H -3.39 5.59 -1.70 0.078
C 3.99 -6.02 6.19 -0.261
O -2.41 5.15 1.41 -0.173
H 1.27 -2.63 -3.26 0.115
O -4.99 3.61 -1.93 -0.172
N -4.65 -1.25 1.90 -0.422
H 1.13 -2.03 2.87 0.062
H 4.12 -8.14 6.08 0.078
H 4.80 -4.64 0.82 0.115
H -3.51 2.60 -0.82 0.102
O 3.72 -4.19 -0.89 -0.147
H 5.61 -7.38 5.82 0.080
P 4.80 2.31 -3.00 0.333
H -2.40 -6.62 -4.18 0.120
H 1.44 -0.62 -4.71 0.084
H -0.22 -2.09 -0.25 0.092
C -1.34 4.71 0.53 -0.220
H 2.86 0.63 -1.44 0.069
H -2.41 4.26 -2.79 0.093
H 7.41 -4.67 3.79 0.123
C 2.35 -1.00 -4.23 -0.061
O 3.18 -2.44 -2.50 -0.149
H -0.61 2.83 -0.08 0.053
H 1.22 1.19 -1.03 0.063
H -0.62 2.98 1.68 0.066
C -3.94 6.47 -1.33 -0.257
H 8.44 -2.64 5.84 0.079
O -5.72 1.73 -3.61 -0.205
H -4.37 3.80 0.01 0.111
C -3.34 -6.08 -4.24 -0.255
O -0.76 -2.90 5.80 0.077
H -1.26 0.41 3.63 0.084
H -6.44 -0.22 2.09 0.098
C -1.09 -1.78 0.32 0.051
O -0.80 -4.61 -2.89 -0.215
O -3.88 6.72 2.47 -0.155
O -2.10 7.64 0.83 -0.217
C -6.50 5.85 -4.83 -0.081
H 9.37 -3.52 4.58 0.077
C 6.06 0.08 -3.66 -0.229
P -4.84 2.85 -3.31 0.351
O 3.90 2.26 -4.16 -0.217
H 8.10 0.87 -3.50 0.078
H 2.61 -1.14 3.25 0.088
C 7.27 -4.04 4.68 -0.272
H -3.32 9.24 3.08 0.087
C -3.71 -0.91 -2.63 -0.068
H -2.43 -4.76 1.98 0.063
H 2.23 2.82 -2.50 0.095
H 3.58 -6.62 1.43 0.067
C 4.78 -1.23 0.69 -0.269
C 7.81 4.79 -2.69 -0.069
H -2.26 1.79 2.96 0.079
P -3.05 6.57 1.15 0.356
C -5.26 6.62 -2.06 -0.072
C -0.98 2.68 -3.02 -0.056
O -4.47 -1.53 0.73 0.068
H -5.27 7.63 3.65 0.119
H -4.12 9.43 1.50 0.074
O -2.03 0.57 5.87 0.052
H 2.01 -3.95 4.28 0.109
C -1.95 -5.22 -0.11 -0.238
H 2.85 -1.59 -5.01 0.086
O -3.32 2.44 -3.37 -0.182
H -1.61 4.94 -0.49 0.100
O -1.78 0.24 -0.57 0.049
O -2.70 -5.31 -1.34 -0.169
P 3.31 -2.66 -0.96 0.380
H -0.43 5.26 0.79 0.125
H -5.44 -6.38 -3.88 0.080
H 7.23 -4.75 5.51 0.113
H -6.07 -1.34 3.46 0.097
H -3.18 -2.01 5.54 0.091
H -1.64 -6.24 0.15 0.123
O 5.96 3.35 -3.22 -0.179
H 3.19 -4.20 1.16 0.081
H -5.21 1.68 0.82 0.070
H -6.47 2.49 -0.06 0.088
H -5.60 7.65 -1.92 0.092
H 3.93 -6.76 -0.32 0.081
H -3.15 -3.74 5.93 0.102
H -3.57 -5.93 -5.29 0.120
H -2.22 3.75 -4.47 0.125
O 4.13 2.71 -1.64 -0.173
N -2.32 1.44 5.08 -0.445
H 2.38 3.59 -0.97 0.120
H 3.91 -6.14 7.27 0.117
H -1.60 -1.38 -2.80 0.108
O 5.49 0.94 -2.65 -0.193
O -2.62 -2.98 -2.14 -0.191
H -0.14 3.37 -2.91 0.079
H 5.53 0.60 1.52 0.085
H 2.98 -5.85 5.81 0.114
H 2.52 1.36 0.17 0.088
C -6.05 -1.19 2.39 0.063
O 2.15 -2.29 -0.14 -0.228
H 6.20 -0.88 -3.16 0.120
O 4.36 -4.88 3.41 -0.205
H -2.55 -2.08 -4.07 0.124
C -4.48 -6.83 -3.60 -0.079
H -5.14 6.42 -3.12 0.040
H -7.03 3.79 -4.47 0.115
N -1.10 -0.31 0.27 -0.389
H -3.80 -5.26 1.01 0.084
H 2.66 -2.65 2.33 0.035
H 5.02 0.75 -0.16 0.043
H 7.07 1.59 -4.74 0.071
C -1.16 3.23 0.77 -0.074
H -0.79 2.10 3.90 0.108
C -4.26 9.16 2.55 -0.084
O -3.22 -4.74 -3.72 -0.163
H -1.03 -4.65 -0.20 0.108
H -7.45 6.04 -5.34 0.087
O 4.67 -1.92 -0.56 -0.152
C 2.69 2.70 -1.52 -0.246
C 2.29 1.38 -0.89 -0.046
H -5.74 6.44 -5.35 0.090
O -3.11 2.34 5.30 0.070
H -2.12 2.72 0.86 0.060
H -5.69 7.63 2.02 0.118
H -6.01 5.96 -1.64 0.088
H 5.35 0.01 -4.49 0.107
H 8.44 5.15 -1.88 0.079
C 5.50 0.08 0.56 -0.068
H -6.17 4.05 -5.99 0.123
H 2.99 -0.16 -3.97 0.049
N -1.51 -3.06 4.87 -0.420
H -6.60 -1.92 1.80 0.104
O 4.80 -4.87 5.92 -0.181
C 7.34 0.65 -4.25 -0.065
C 3.39 -6.19 0.44 -0.067
H -4.67 -1.38 -2.86 0.093
O -4.19 6.36 0.07 -0.176
H 3.77 -0.99 1.03 0.088
H 1.67 -2.53 5.23 0.099
C -4.53 3.01 -0.73 -0.254
C 2.18 -2.14 3.15 -0.056
H -1.17 2.19 -2.06 0.046
H 1.54 -1.18 -2.29 0.088
C -1.63 1.42 3.76 0.037
H -3.29 7.33 -1.53 0.123
H -3.66 0.03 -3.17 0.060
C 1.98 -1.83 -3.05 -0.244
C 6.80 3.81 -2.14 -0.256
H 7.31 5.63 -3.17 0.081
H 6.14 4.28 -1.40 0.114
C -2.97 -3.00 5.16 0.052
H -3.18 -3.67 0.84 0.042
O -0.31 0.30 0.96 0.050
O 3.70 -2.87 4.90 -0.150
H -5.63 1.13 -0.84 0.073
C -2.58 -1.82 -3.01 -0.224
H 8.42 4.30 -3.46 0.078
H -4.44 -6.86 -2.51 0.069
H 8.29 -2.22 4.16 0.079
H -3.74 -0.70 -1.57 0.040
H -5.00 9.86 2.93 0.082
O -3.76 -0.99 2.69 0.050
H 7.71 -0.01 -5.04 0.080
C -4.82 7.78 2.67 -0.275
C 4.55 -7.28 5.56 -0.075
H -3.49 -3.28 4.25 0.079
H 7.30 2.96 -1.68 0.119
C 8.42 -3.07 4.84 -0.069
O -4.95 4.04 -4.35 -0.174
P -2.20 -4.43 -2.56 0.322
O 6.06 -3.30 4.53 -0.158
P 4.68 -4.04 4.58 0.355
C -2.86 -4.70 0.98 -0.070
H 5.22 -1.86 1.46 0.121
C 2.33 -2.92 4.45 -0.237
C -6.23 4.36 -4.94 -0.233
C -5.50 1.99 -0.18 -0.052
C 3.78 -4.75 0.43 -0.300
H 6.53 -0.02 0.21 0.082
O -1.15 -3.33 3.73 0.046
```

---

No. 2
Molecular formula: C13H8BF4MnNO9S3
Method: DFT, ωB97M-V/def2-TZVPD

Properties
- 2S+1 = 4
- E_tot (a.u.) = -4002.1243
- energy relative to the best compared isomer or geometry (same formula, charge and spin) (kcal/mol) = 19.30
- HOMO-LUMO gap (spin up / spin down) (hartree) = 0.1970 / 0.2847
- max |F| (eV/Å) = 2.7
- expectation value of S² = 3.941
- LUMO energy (spin up / spin down) (eV) = -4.94 / -2.55

```
40
Properties=species:S:1:pos:R:3:nbo_charge:R:1
H -0.98 0.45 4.85 0.250
S 0.48 -3.07 -2.41 2.297
F 1.26 -1.43 2.60 -0.510
H -2.91 -0.43 -5.98 0.226
C -1.70 -2.18 -5.77 -0.179
O -0.99 0.18 -1.31 -0.506
C -1.93 -0.47 -4.07 -0.188
H 3.11 1.73 4.85 0.235
H 1.24 0.55 5.96 0.234
O -0.07 -4.28 -1.90 -0.900
B 2.24 -1.27 1.71 1.468
O 1.85 -3.04 -2.80 -0.898
S -1.81 1.10 2.32 2.357
C 2.13 1.72 4.40 -0.158
C -0.16 0.99 4.40 -0.161
C -0.85 -2.92 -4.96 -0.171
H -1.96 -2.56 -6.75 0.226
F 1.07 0.10 0.47 -0.494
C 1.08 1.05 5.01 -0.168
C -1.07 -1.21 -3.27 -0.061
F 3.17 -0.35 1.97 -0.507
C -0.35 1.62 3.18 -0.376
N 0.16 -1.82 -1.35 -0.695
O 1.78 4.06 0.92 -0.900
C -0.55 -2.41 -3.72 -0.298
S 0.52 3.41 1.11 2.383
O -1.93 1.92 1.08 -0.842
H -0.42 -3.87 -5.28 0.240
C 0.69 2.33 2.56 -0.270
O -2.93 0.99 3.17 -0.838
F 2.45 -2.16 0.77 -0.484
C -2.24 -0.98 -5.33 -0.195
Mn -0.48 0.89 0.33 1.600
O 0.29 2.44 -0.08 -0.837
H -2.34 0.46 -3.72 0.235
C 1.93 2.38 3.19 -0.184
H 2.72 2.95 2.73 0.267
O -1.31 -0.19 1.67 -0.842
C -0.58 -0.93 -1.90 0.551
O -0.62 4.23 1.37 -0.905
```

---

No. 3
Molecular formula: C24H32N3O8P2Ti
Method: DFT, ωB97M-V/def2-TZVPD

Properties
- E_tot (a.u.) = -3231.6238
- energy relative to the best compared isomer or geometry (same formula, charge and spin) (kcal/mol) = 73.67
- HOMO-LUMO gap (spin up / spin down) (hartree) = 0.2062 / 0.2062
- max |F| (eV/Å) = 3.7
- total charge = +1
- LUMO energy (spin up / spin down) (eV) = -3.69 / -3.69

```
70
Properties=species:S:1:pos:R:3:nbo_charge:R:1
C 4.03 0.38 -1.43 -0.954
P 2.70 0.28 -0.23 1.260
H -1.94 -2.59 -0.33 0.200
H 1.72 2.05 1.12 0.275
C 2.18 1.98 0.11 -0.753
C 3.13 -0.72 1.19 -0.954
C -1.00 1.08 5.99 -0.102
H 2.51 -0.47 2.07 0.284
P -2.15 -0.23 -1.80 0.915
H -1.37 3.79 -3.49 0.227
H -3.48 -1.11 -3.66 0.249
H 1.65 -0.43 -1.07 -0.049
C -0.63 3.47 -2.76 -0.253
H 0.48 1.01 -6.28 0.487
H 4.30 -0.65 -1.72 0.269
C -1.89 1.38 -2.53 -0.766
H -1.75 -1.51 -3.83 0.238
O 0.02 -0.77 7.75 -0.340
H 4.90 0.88 -0.99 0.270
H 1.95 4.50 -0.77 0.222
H 1.04 -1.82 -3.37 0.534
H -3.94 -0.83 -0.30 0.229
C -3.73 0.04 -0.94 -0.932
C -1.48 1.98 5.03 0.016
O 0.00 -0.91 1.50 -0.714
Ti -0.10 -0.25 -0.42 1.208
C -1.00 -3.10 -0.56 -0.254
H -0.66 0.00 -6.47 0.490
H 2.28 -5.05 -1.33 0.211
H 4.19 -0.55 1.41 0.262
O 1.20 -0.85 -3.23 -0.912
H 0.21 -6.31 -0.69 0.228
C 1.20 2.51 -0.93 0.226
H -1.78 2.38 2.92 0.283
H 0.35 5.39 -2.53 0.232
H 3.10 2.59 0.11 0.270
C -0.33 -0.46 4.21 -0.101
H 0.11 -1.39 3.87 0.280
C 1.33 -3.11 -1.20 -0.323
C 0.30 4.34 -2.21 -0.147
C -0.43 -0.13 5.57 0.014
H 0.63 -0.31 -3.80 0.547
C -0.65 0.14 1.89 0.738
C 1.35 -4.51 -1.13 -0.142
C -0.75 2.14 -2.25 0.219
H -1.88 -5.04 -0.21 0.219
N 0.26 1.65 -1.42 -0.662
N -2.06 3.24 5.43 0.494
H 2.26 -2.60 -1.45 0.178
O -1.06 0.95 0.98 -0.696
C 0.16 -2.40 -0.92 -0.383
H -3.68 0.94 -0.31 0.263
H 2.98 -1.78 0.93 0.287
H 0.81 -0.67 -2.05 0.233
H -4.56 0.16 -1.65 0.248
O -2.13 3.53 6.65 -0.337
H -2.75 -2.37 -2.64 0.247
C -2.57 -1.40 -3.12 -0.932
C -0.83 0.46 3.28 -0.141
H 3.69 0.95 -2.31 0.283
O -2.47 4.00 4.54 -0.355
C -1.41 1.68 3.66 -0.092
C 0.20 -5.21 -0.77 -0.238
N 0.10 -1.05 6.53 0.495
H -2.60 1.81 -3.25 0.237
H -1.07 1.30 7.05 0.294
C 1.22 3.86 -1.28 -0.330
C -0.98 -4.50 -0.50 -0.178
O 0.62 -2.12 6.13 -0.358
O -0.03 0.35 -5.78 -0.968
```

---

No. 4
Molecular formula: C27H45BrIrN2O6SSeSi3Te
Method: DFT, ωB97M-V/def2-TZVPD

Properties
- 2S+1 = 2
- E_tot (a.u.) = -8231.1537
- energy relative to the best compared isomer or geometry (same formula, charge and spin) (kcal/mol) = 90.31
- HOMO-LUMO gap (spin up / spin down) (hartree) = 0.2693 / 0.2197
- max |F| (eV/Å) = 0.7
- expectation value of S² = 0.755
- LUMO energy (spin up / spin down) (eV) = -0.71 / -2.04

```
88
Properties=species:S:1:pos:R:3:lowdin_spin:R:1
Te 2.13 1.59 -1.20 -0.005
O 0.02 -0.86 -1.66 0.052
C -4.99 -5.19 -0.42 0.000
O 1.45 -2.81 -2.07 0.003
H 3.23 -1.32 0.99 0.000
C -2.93 -4.16 0.29 0.000
C 0.47 2.63 3.82 0.004
H 0.75 3.21 -2.71 0.000
H -4.81 2.10 2.23 0.000
C -4.29 -6.29 -0.91 0.000
H -4.22 3.20 -1.79 0.000
C -2.24 -5.28 -0.18 0.000
H 0.68 3.79 6.99 0.000
C 0.37 3.52 4.89 0.000
C 1.29 0.94 5.30 0.000
H -0.05 2.09 -6.68 0.000
H 3.71 0.39 -2.94 0.000
N -0.73 -1.33 2.47 -0.001
C -4.32 -4.14 0.18 0.000
Se -1.11 2.29 -0.31 0.177
H 1.49 1.49 7.36 0.000
H 2.66 -0.83 -2.19 0.000
C -2.16 -3.08 0.93 -0.001
H -4.19 4.81 1.13 0.000
H 0.20 2.94 2.82 0.005
H 4.84 -0.90 1.61 0.000
C 1.21 1.81 6.37 0.000
H 2.27 2.82 -3.49 0.000
H 0.01 4.52 4.73 0.000
C -1.33 1.09 -3.87 0.002
O 0.86 1.02 1.69 0.096
C 0.47 2.54 -5.83 0.000
Si -3.28 2.62 0.40 0.019
C -4.49 2.49 -1.01 0.006
H -4.87 -3.29 0.56 0.000
C 0.93 1.34 4.02 0.003
H 6.22 -2.43 -0.76 0.000
H 1.49 2.76 -6.15 0.000
H -6.07 -5.16 -0.50 0.000
H 2.03 -0.15 2.88 0.002
H -4.82 -7.11 -1.37 0.000
H 5.72 -2.07 -2.42 0.000
H -1.16 -5.31 -0.08 0.000
C -2.18 -1.78 0.66 0.001
H 3.67 0.38 1.28 0.000
H 1.37 -0.91 -4.00 0.000
H -1.41 -3.40 1.65 0.000
Br -3.30 -1.09 -0.71 -0.001
C -1.29 -0.74 1.29 -0.005
H 4.60 -2.88 -1.31 0.000
S 0.46 -2.30 -1.15 0.006
H -1.89 0.74 -4.75 0.000
H 0.77 -0.67 -5.64 0.000
C 3.32 0.02 -1.99 -0.001
C 4.04 -0.59 0.93 0.000
C 1.38 2.37 -3.03 0.000
H -4.05 0.60 1.70 0.000
H 6.84 0.66 -0.19 0.000
C -3.19 4.43 0.89 0.004
C 6.03 0.86 -0.90 0.000
H -1.42 0.33 -3.09 0.000
H -1.88 0.10 1.65 0.000
H -2.55 4.57 1.77 0.001
C 1.32 -0.20 -4.82 0.000
Ir 0.13 0.23 0.05 0.631
H -2.35 -7.18 -1.16 0.000
H 2.02 -0.52 6.34 0.000
H -2.78 5.04 0.08 0.000
N 0.13 -0.77 3.14 -0.002
H -5.50 2.73 -0.66 0.001
O 1.32 -1.52 0.13 -0.006
C 5.38 -2.11 -1.38 0.000
H -3.16 1.75 2.73 0.000
H 0.42 -1.29 3.97 0.000
H 5.62 1.85 -0.65 0.000
C -2.91 -6.32 -0.78 0.000
O 1.72 -0.36 5.44 0.000
Si 4.71 -0.46 -0.82 0.000
Si 0.45 1.38 -4.35 0.000
C 1.06 0.38 2.85 0.006
H 2.34 0.00 -5.18 0.000
O 1.28 -2.35 1.31 0.003
H 6.47 0.93 -1.90 0.000
H -1.80 2.01 -3.52 0.002
H -4.51 1.50 -1.46 0.000
H -0.02 3.49 -5.61 0.000
C 0.74 3.11 6.16 0.000
C -3.86 1.66 1.90 0.000
```

---

What did the second record say?
Molecular formula: C13H8BF4MnNO9S3
Method: DFT, ωB97M-V/def2-TZVPD

Properties
- 2S+1 = 4
- E_tot (a.u.) = -4002.1243
- energy relative to the best compared isomer or geometry (same formula, charge and spin) (kcal/mol) = 19.30
- HOMO-LUMO gap (spin up / spin down) (hartree) = 0.1970 / 0.2847
- max |F| (eV/Å) = 2.7
- expectation value of S² = 3.941
- LUMO energy (spin up / spin down) (eV) = -4.94 / -2.55

```
40
Properties=species:S:1:pos:R:3:nbo_charge:R:1
H -0.98 0.45 4.85 0.250
S 0.48 -3.07 -2.41 2.297
F 1.26 -1.43 2.60 -0.510
H -2.91 -0.43 -5.98 0.226
C -1.70 -2.18 -5.77 -0.179
O -0.99 0.18 -1.31 -0.506
C -1.93 -0.47 -4.07 -0.188
H 3.11 1.73 4.85 0.235
H 1.24 0.55 5.96 0.234
O -0.07 -4.28 -1.90 -0.900
B 2.24 -1.27 1.71 1.468
O 1.85 -3.04 -2.80 -0.898
S -1.81 1.10 2.32 2.357
C 2.13 1.72 4.40 -0.158
C -0.16 0.99 4.40 -0.161
C -0.85 -2.92 -4.96 -0.171
H -1.96 -2.56 -6.75 0.226
F 1.07 0.10 0.47 -0.494
C 1.08 1.05 5.01 -0.168
C -1.07 -1.21 -3.27 -0.061
F 3.17 -0.35 1.97 -0.507
C -0.35 1.62 3.18 -0.376
N 0.16 -1.82 -1.35 -0.695
O 1.78 4.06 0.92 -0.900
C -0.55 -2.41 -3.72 -0.298
S 0.52 3.41 1.11 2.383
O -1.93 1.92 1.08 -0.842
H -0.42 -3.87 -5.28 0.240
C 0.69 2.33 2.56 -0.270
O -2.93 0.99 3.17 -0.838
F 2.45 -2.16 0.77 -0.484
C -2.24 -0.98 -5.33 -0.195
Mn -0.48 0.89 0.33 1.600
O 0.29 2.44 -0.08 -0.837
H -2.34 0.46 -3.72 0.235
C 1.93 2.38 3.19 -0.184
H 2.72 2.95 2.73 0.267
O -1.31 -0.19 1.67 -0.842
C -0.58 -0.93 -1.90 0.551
O -0.62 4.23 1.37 -0.905
```